{
  "formula": "C4H4N4S",
  "method": "the ωB97M-V functional and the def2-TZVPD basis",
  "smiles": "N#C[C@@H](S)n1ccnn1",
  "e_tot_ev": -21005.236,
  "total_charge": 0,
  "e_lumo_ev": 0.2,
  "relative_energy_kj_mol": 119.6,
  "elements": ["N", "C", "C", "S", "N", "C", "C", "N", "N", "H", "H", "H", "H"],
  "xyz": [[-2.33, 1.91, 0.35], [-1.78, 0.93, 0.52], [-1.09, -0.28, 0.74], [-2.08, -1.66, -0.08], [0.17, -0.23, 0.05], [1.07, 0.67, 0.07], [2.17, 0.19, -0.59], [1.87, -1.02, -1.03], [0.71, -1.34, -0.68], [-0.89, -0.44, 1.98], [-2.13, -1.10, -1.27], [1.22, 1.56, 0.67], [3.08, 0.80, -0.74]],
  "lowdin_charge": [0.1955, -0.3168, -0.5601, 0.7811, -0.1657, -0.1319, -0.1495, -0.0059, 0.0297, 0.2087, -0.1323, 0.1380, 0.1093]
}